Density functional theory data (wB97M-V/def2-TZVPD) for C47H59ClHfN6O3S as an isolated structure at a distorted geometry.

Last column: Mulliken charge in e.
Atoms and positions in Å:
Hf  0.000000  0.000000  0.000000  0.657
C  -5.870600  -0.274900  2.780300  -1.356
C  -5.586600  -0.907900  1.425400  -1.134
C  -4.442000  -0.262000  0.729800  0.329
C  -4.423400  0.600400  -0.297000  0.961
C  -5.618900  1.193400  -0.979100  -1.123
C  -5.890400  0.550300  -2.332000  -0.960
C  -3.046900  0.973600  -0.586300  -0.325
C  -2.685600  1.940000  -1.440900  -0.739
C  -1.317600  2.498300  -1.587400  0.298
C  -0.887000  3.387000  -2.570200  0.646
C  -1.705600  4.063000  -3.621900  -1.377
C  -2.294600  5.369500  -3.117000  -1.482
C  0.524500  3.438700  -2.417100  0.386
C  0.812000  2.545600  -1.372900  -0.018
C  2.215200  2.199700  -0.924900  -0.795
C  2.743100  1.105100  -0.345000  1.074
N  2.174000  -0.132900  -0.148100  0.074
C  2.562100  -0.455800  1.055200  0.699
C  2.030800  -1.492300  1.976700  -1.199
C  0.772700  -1.534100  2.474300  -0.084
N  -0.328600  -0.736200  2.286600  -0.718
C  -1.405200  -1.503700  2.560500  1.190
C  -2.645500  -1.424100  2.061400  -1.212
C  -2.990100  -0.459100  0.986400  0.629
N  -2.199300  0.199500  0.180500  -0.025
C  -0.979000  -2.582000  3.440100  0.270
C  0.359000  -2.620000  3.369100  0.275
C  1.282600  -3.542800  4.099900  -0.945
C  1.600900  -4.801700  3.304700  -1.156
C  -1.888800  -3.486900  4.208200  -0.849
C  -2.548600  -2.781700  5.385400  -1.150
C  3.793300  0.263900  1.479400  -0.431
C  3.936800  1.161800  0.490500  -0.283
C  5.035500  2.167100  0.338500  -0.945
C  5.860200  1.928800  -0.919900  -1.184
C  4.642700  -0.056500  2.654500  -1.048
C  4.118400  0.581300  3.932400  -1.098
N  -0.332400  2.266100  -0.736200  -0.656
C  1.490100  4.198900  -3.269800  -0.822
C  2.019000  3.357700  -4.419400  -1.078
H  -6.731700  -0.761700  3.249400  0.437
H  -6.101600  0.790900  2.677200  0.339
H  -5.019400  -0.373500  3.461300  0.201
H  -6.493200  -0.836100  0.813600  0.564
H  -5.411200  -1.982600  1.541700  0.344
H  -5.497100  2.276500  -1.097500  0.486
H  -6.513300  1.078100  -0.355800  0.481
H  -5.052400  0.690500  -3.022100  0.102
H  -6.779100  0.997800  -2.788800  0.454
H  -6.070500  -0.525100  -2.228200  0.238
H  -3.434300  2.426900  -2.046400  0.629
H  -2.505900  3.391900  -3.951600  0.421
H  -1.082700  4.254800  -4.502100  0.434
H  -2.951600  5.204300  -2.256300  0.270
H  -2.883200  5.849400  -3.905200  0.464
H  -1.507700  6.066300  -2.808600  0.321
H  2.856700  3.065300  -1.022200  0.443
H  2.756900  -2.244700  2.245300  0.756
H  -3.396100  -2.139600  2.348700  0.305
H  0.837700  -3.837200  5.058100  0.537
H  2.211300  -3.025000  4.367900  0.398
H  0.691700  -5.371800  3.086100  0.290
H  2.272400  -5.448300  3.878800  0.432
H  2.090900  -4.568800  2.354200  0.271
H  -1.337200  -4.352500  4.592400  0.388
H  -2.656600  -3.907100  3.548700  0.318
H  -1.798900  -2.385900  6.079000  0.324
H  -3.180800  -3.484500  5.937800  0.423
H  -3.181300  -1.951200  5.056100  0.168
H  5.711300  2.133900  1.200400  0.408
H  4.629400  3.184700  0.328500  0.387
H  6.305500  0.928100  -0.916700  0.310
H  6.673200  2.659500  -0.980800  0.425
H  5.252500  2.029200  -1.825200  0.236
H  5.669100  0.288700  2.485800  0.530
H  4.722100  -1.140900  2.786900  0.278
H  4.076400  1.672000  3.841100  0.303
H  4.778900  0.339400  4.771300  0.405
H  3.115100  0.221600  4.181700  0.229
H  2.320400  4.557100  -2.652200  0.459
H  0.993600  5.092900  -3.663200  0.403
H  2.556800  2.475900  -4.055300  0.214
H  2.710000  3.945900  -5.031400  0.503
H  1.205500  3.010200  -5.065300  0.219
C  -3.615900  -2.741700  -1.735800  -1.170
N  -2.483400  -2.707900  -0.840800  -0.058
C  -1.174900  -2.663400  -1.169400  0.377
N  -0.852000  -2.653100  -2.475600  0.581
S  0.000000  -2.610000  0.000000  -0.440
H  -4.532200  -2.752600  -1.141100  0.324
H  -3.560900  -3.643100  -2.351900  0.493
H  -3.597300  -1.856700  -2.377200  0.225
H  -2.668300  -2.704000  0.156600  0.226
H  -1.532100  -2.767200  -3.210000  -0.766
H  0.126900  -2.648900  -2.733100  0.294
C  -2.187700  -0.700600  -5.642200  -1.848
C  -1.235200  -1.802500  -5.287800  1.214
C  -1.740100  -3.083100  -5.006800  -0.800
C  -0.877900  -4.126700  -4.663300  0.629
Cl  -1.520200  -5.693200  -4.342900  -0.233
C  0.495000  -3.914800  -4.587200  -0.659
C  1.005400  -2.644400  -4.846700  -0.494
C  0.144600  -1.590600  -5.168900  0.516
O  0.735800  -0.385400  -5.439600  -0.553
C  0.559700  0.585300  -4.377000  0.131
C  0.956900  0.074900  -2.977500  0.176
O  2.189900  -0.153900  -2.799600  -0.626
O  0.000000  0.000000  -2.150000  0.663
H  -3.077800  -1.099600  -6.140300  0.526
H  -1.730900  0.012800  -6.335400  0.377
H  -2.506700  -0.173700  -4.737600  0.117
H  -2.810400  -3.263500  -5.052000  0.459
H  1.170800  -4.716800  -4.309500  0.456
H  2.072300  -2.450900  -4.757400  0.487
H  -0.464100  0.971900  -4.386500  0.257
H  1.212400  1.431800  -4.620500  -0.644
H  1.132700  1.132700  1.132700  -0.079

Atoms 1-3, force components in eV/Å:
0.3 3.1 1.9
-0.2 0.0 0.4
-0.2 0.0 0.0

The calculation puts the HOMO energy at -6.61 eV. As for the HOMO-LUMO gap: 5.972 eV.

Density functional theory data (wB97M-V/def2-TZVPD) for C36H47N3O30S5 as an isolated structure at a distorted geometry.

Last column: Mulliken charge in e.
Atoms and positions in Å:
C  0.212320  1.266767  5.263974  0.149
C  0.701515  1.398427  6.715912  -0.468
O  0.684696  0.093340  7.290820  -0.382
S  0.548663  -1.028388  6.177871  1.210
O  -0.354259  -2.023391  6.609681  -0.619
O  1.819002  -1.383234  5.663020  -0.566
O  -0.210706  -0.096414  5.143399  -0.030
H  0.971878  1.498366  4.521687  -0.276
H  -0.654438  1.879914  5.030868  0.351
H  0.059380  2.044476  7.313389  0.281
H  1.690728  1.853768  6.771858  0.333
C  -3.474266  -2.093446  5.145572  0.390
C  -3.416147  -0.667929  4.569931  0.486
O  -4.599646  -0.490912  3.781099  -0.388
S  -5.160634  -1.887507  3.299884  0.904
O  -4.581105  -2.245555  2.057480  -0.339
O  -6.564935  -1.868698  3.414811  -0.614
O  -4.571593  -2.742911  4.496382  -0.367
H  -3.661913  -2.070626  6.216775  0.320
H  -2.554633  -2.638254  4.959418  -0.375
H  -2.488263  -0.551090  4.007029  -0.502
H  -3.444349  0.139354  5.297783  0.333
C  -4.069580  -1.544048  -0.848729  0.310
C  -4.767231  -2.879084  -0.992408  -0.147
O  -5.655826  -2.717993  -2.105606  -0.363
S  -5.365340  -1.391410  -2.924215  1.206
O  -6.284491  -0.381554  -2.605608  -0.583
O  -5.123866  -1.719294  -4.271984  -0.557
O  -3.968430  -1.087160  -2.220079  -0.158
H  -3.069496  -1.551178  -0.424024  -0.314
H  -4.590425  -0.781758  -0.262445  0.026
H  -5.375807  -3.125531  -0.129562  0.277
H  -4.008724  -3.645843  -1.153573  0.312
C  0.437248  0.510822  -0.962468  1.017
C  -0.142588  -0.898049  -0.984498  0.167
O  -0.768379  -1.059300  0.301812  -0.511
S  -0.843034  0.275611  1.165713  1.074
O  0.224396  0.293451  2.106673  -0.153
O  -2.135501  0.502566  1.681443  -0.602
O  -0.408816  1.213351  -0.037802  -0.327
H  0.380144  1.027865  -1.912024  0.555
H  1.447624  0.487803  -0.548472  -1.281
H  0.634917  -1.641410  -1.085101  0.167
H  -0.927085  -1.005515  -1.735918  -0.093
C  1.619669  3.165737  2.123930  0.456
C  1.834538  4.482780  1.391604  -0.379
O  0.758886  5.355029  1.766193  -0.435
S  -0.464532  4.481519  2.263436  0.874
O  -1.087561  3.932306  1.113184  -0.280
O  -1.208880  5.165776  3.245891  -0.611
O  0.407664  3.335730  2.912364  -0.167
H  2.389512  2.845409  2.818704  0.531
H  1.405126  2.337998  1.456377  -0.496
H  1.807642  4.344480  0.310804  0.246
H  2.775554  4.983659  1.603989  0.326
C  3.177004  -1.541358  -2.888319  -0.783
C  4.314903  -1.253841  -2.143862  0.549
C  5.079904  -0.136136  -2.449790  0.562
C  4.717998  0.651771  -3.531140  -1.494
C  3.562587  0.417334  -4.245287  -0.738
C  2.773546  -0.681574  -3.911176  -0.594
N  5.535613  1.818262  -3.856352  1.181
O  5.301464  2.393822  -4.892627  -0.666
O  6.441634  2.100362  -3.090179  -0.626
H  2.623143  -2.450979  -2.688668  0.399
H  4.583896  -1.907928  -1.326435  -0.072
H  6.012405  0.083178  -1.945813  1.251
H  3.283885  1.058066  -5.071321  0.601
H  1.924531  -0.889079  -4.551587  0.640
C  -0.646633  -4.231332  3.384488  -0.801
C  -0.307533  -5.257405  2.513047  -0.826
C  0.630816  -5.015642  1.526122  -0.665
C  1.259399  -3.791880  1.490928  -0.291
C  0.973630  -2.771514  2.377769  0.254
C  0.040175  -3.023242  3.356420  0.489
N  2.233478  -3.527795  0.429168  1.078
O  2.506840  -4.411238  -0.355468  -0.664
O  2.736261  -2.411144  0.408749  -0.544
H  -1.320824  -4.416940  4.212888  0.459
H  -0.749821  -6.228619  2.682759  0.431
H  0.770889  -5.763701  0.758461  0.520
H  1.442421  -1.805152  2.279330  0.643
H  -0.255080  -2.240364  4.033913  -0.223
C  7.230618  -0.620152  -1.630483  -1.074
C  7.027726  0.747507  -1.719284  -0.307
C  5.918299  1.298489  -1.094377  -1.231
C  5.093975  0.492992  -0.324036  0.652
C  5.353353  -0.859572  -0.155435  -0.835
C  6.436641  -1.424055  -0.805172  -0.447
N  3.973484  1.095157  0.391451  1.260
O  3.571077  2.172519  -0.004449  -0.697
O  3.490445  0.483343  1.326541  -0.626
H  8.121356  -1.063157  -2.061967  0.479
H  7.731607  1.400089  -2.213054  0.647
H  5.728952  2.360519  -1.175023  0.530
H  4.643511  -1.445942  0.417397  0.987
H  6.647868  -2.483643  -0.803620  0.491
O  -3.129226  3.492040  -3.931817  -0.579
C  -3.451508  3.392840  -2.786201  0.263
O  -4.342783  4.224472  -2.216312  -0.421
C  -4.548587  3.917024  -0.802482  -0.509
C  -3.850949  2.594828  -0.585370  -0.056
C  -2.941019  2.376851  -1.781546  1.396
H  -5.619478  3.900809  -0.612762  0.287
H  -4.135248  4.798857  -0.312557  0.253
H  -4.560240  1.763614  -0.553209  0.121
H  -3.314086  2.564387  0.361248  0.018
H  -2.986344  1.415058  -2.287362  -0.451
H  -1.922425  2.645931  -1.500102  -0.262
O  -0.280647  -0.648265  -7.764748  -0.588
C  -0.902941  -0.124564  -6.900486  0.444
O  -0.279563  0.611596  -5.933059  -0.401
C  -1.245651  1.154970  -5.001643  0.782
C  -2.503790  0.325462  -5.213864  0.152
C  -2.408868  -0.114133  -6.666398  -0.573
H  -1.402686  2.194045  -5.274741  0.252
H  -0.893317  1.047022  -3.975486  -0.663
H  -3.380636  0.939219  -4.984478  0.398
H  -2.643051  -0.527359  -4.547767  -0.274
H  -2.859202  0.548766  -7.404638  0.288
H  -2.821824  -1.112322  -6.784969  0.311

Atoms 1-3, force components in eV/Å:
-0.1 0.1 -0.2
0.1 1.0 0.1
0.1 -0.3 0.2

The calculation puts the HOMO energy at -8.37 eV. The energy above the lowest of the compared OMol25 structures with the same formula, charge and spin comes out at 3.704 eV. As for the HOMO-LUMO gap: 7.014 eV.

Density functional theory data (wB97M-V/def2-TZVPD) for C10H18IN2S as an isolated structure at a distorted geometry.

Last column: Mulliken charge in e.
Atoms and positions in Å:
C  1.959124  0.731614  -0.153118  -0.621
C  2.566276  1.895707  0.241421  1.225
C  0.540011  0.539013  -0.555282  1.132
C  -1.309197  -2.906993  -1.335983  -1.092
C  -1.850602  -2.431839  -0.004786  0.448
C  -1.391799  -1.082067  -0.559894  -0.134
C  4.114603  2.028458  0.309942  -1.433
C  1.748287  3.086574  0.664345  -1.726
C  -1.228305  -3.031976  1.190075  -1.726
C  -3.703749  0.113035  0.357631  -0.858
N  -0.100815  1.600915  -1.008596  -0.216
N  -0.058993  -0.686466  -0.374830  0.038
S  -2.661510  -0.069563  -1.208665  -0.136
I  3.066738  -0.963880  -0.654543  0.079
H  -0.308176  -3.083069  -1.542450  0.354
H  -1.896559  -2.836165  -2.170591  0.420
H  -2.958852  -2.616187  -0.146109  0.438
H  4.464657  1.178834  0.934273  0.427
H  4.317675  2.986116  0.950027  0.297
H  4.752019  2.026038  -0.538497  0.358
H  1.304858  3.586729  -0.228162  0.412
H  0.894412  2.863440  1.410131  0.309
H  2.504594  3.700979  1.075070  0.453
H  -0.255860  -3.485696  0.999294  0.420
H  -1.742354  -3.965529  1.367230  0.429
H  -1.298036  -2.323269  1.961983  0.359
H  -4.328322  -0.726242  0.357189  0.298
H  -4.249122  1.013723  -0.014704  0.376
H  -2.962435  0.258643  1.055107  0.338
H  0.569028  2.456003  -1.078420  0.090
H  -0.974368  1.593597  -1.381464  0.087
H  0.476758  -1.450487  0.082382  0.155

Atoms 1-3, force components in eV/Å:
0.7 0.4 -0.4
-0.1 -1.8 -1.2
-1.0 -1.9 1.5

The total charge is +1. The calculation puts the HOMO energy (alpha / beta) at -11.12 / -11.12 eV. The energy above the lowest of the compared OMol25 structures with the same formula, charge and spin comes out at 1.454 eV. As for the HOMO-LUMO gap (alpha / beta): 7.246 / 7.248 eV.

Density functional theory data (wB97M-V/def2-TZVPD) for one molecule with the formula CH3NOP2S at a distorted geometry.

Last column: Mulliken charge in e.
Atoms and positions in Å:
C  -1.057801  1.301117  0.532989  -0.066
N  -2.012875  0.594298  0.057573  -0.352
S  -2.145383  -1.116726  -0.044308  -0.053
P  -0.832962  -2.038177  1.442731  0.175
O  -0.164793  -0.686656  1.977286  -0.391
P  0.662951  0.580242  0.808647  0.108
H  -1.207918  2.329425  0.682439  0.451
H  0.251413  -2.666351  0.680375  0.049
H  0.851216  -0.263406  -0.373470  0.079

Atoms 1-3, force components in eV/Å:
1.3 -2.9 -1.5
-0.4 -0.3 0.9
0.3 0.8 -0.5

The calculation puts the HOMO energy at -8.76 eV. The energy above the lowest of the compared OMol25 structures with the same formula, charge and spin comes out at 2.282 eV. As for the HOMO-LUMO gap: 8.075 eV. Its SMILES is c1ns[pH]o[pH]1.

Density functional theory data (wB97M-V/def2-TZVPD) for one molecule with the formula C2H3NO at a distorted geometry.

Last column: Mulliken charge in e.
Atoms and positions in Å:
N  1.897690  0.522179  0.564414  -0.375
C  1.201213  -0.043015  -0.166536  0.203
C  -0.240322  -0.436679  -0.107257  -0.164
O  -1.056185  0.575511  -0.607306  -0.502
H  -0.418365  -1.358688  -0.642020  0.283
H  -0.395063  -0.595697  0.971332  0.214
H  -0.988968  1.336386  -0.012626  0.341

Atoms 1-3, force components in eV/Å:
1.0 -0.1 -1.1
-0.3 0.8 2.1
-0.1 -0.5 -0.1

The calculation puts the HOMO energy at -11.58 eV. The energy above the lowest of the compared OMol25 structures with the same formula, charge and spin comes out at 1.275 eV. As for the HOMO-LUMO gap: 11.885 eV. Its SMILES is N#CCO.